1.
338
Properties=species:S:1:pos:R:3:forces:R:3 method="wB97M-V/def2-TZVPD" e_homo_ha=-0.30199 e_lumo_ev=0.3 total_energy_ha=-9197.11005 gap_ev=8.50
H 6.464 3.722 -6.557 -0.26 0.21 0.28
H 3.203 -1.506 -9.985 0.06 0.51 -0.38
C -6.364 -1.626 -7.236 -1.12 -1.07 -2.61
N 2.578 5.747 3.769 -0.56 0.90 0.24
H 1.962 -1.381 0.143 0.22 0.15 -0.06
H -0.959 7.093 -3.504 0.77 -0.18 0.83
C -6.301 6.814 3.589 1.27 0.04 0.86
C 1.561 5.298 4.703 0.04 0.63 0.58
O 5.369 -3.316 -7.840 1.71 -0.07 -0.94
H 0.801 -1.866 -3.827 -0.27 -0.03 0.03
H -5.836 0.161 4.033 0.08 0.23 0.32
H -3.945 -6.312 4.458 0.70 0.05 0.11
C 0.201 -7.008 -3.111 0.29 -0.21 0.33
H 4.411 -3.989 2.938 0.01 0.51 -0.18
H -1.307 -0.405 -2.581 -0.07 -0.56 -0.25
H 3.601 -6.018 -6.832 0.66 0.05 -0.13
H 1.481 -3.406 3.128 0.11 -0.27 -0.43
C 2.212 7.054 3.218 1.40 0.66 -0.68
H -2.922 4.284 7.108 -0.14 0.43 -0.18
H -6.785 9.133 2.462 -0.94 0.06 -0.10
H 0.588 5.688 4.337 0.19 -0.64 0.46
N -0.630 1.172 -1.514 0.60 0.20 2.31
C 1.204 -1.366 -2.942 0.10 -2.80 1.13
C -1.544 -3.364 1.536 1.90 2.15 0.15
H 1.226 7.052 2.775 -0.70 -0.12 0.19
H 7.680 0.869 -4.773 -0.16 -0.55 0.09
H 0.342 -2.209 3.546 -0.39 0.96 0.33
H -0.110 -1.066 7.972 0.08 0.80 0.45
H -2.401 -4.001 1.551 -0.32 -0.13 -0.18
P 0.973 1.130 -1.849 0.72 0.00 -2.40
C 0.956 -6.109 4.140 1.25 -0.52 -1.62
P 6.816 -2.874 2.008 0.21 -1.01 0.10
H -2.396 -6.968 5.188 -0.30 -0.47 -0.62
H 0.030 5.673 -3.116 -0.50 -0.04 0.33
O -1.630 -3.287 4.811 0.28 -0.10 0.58
C -6.415 5.147 -0.012 -1.44 -0.63 -2.36
N -2.038 5.677 -2.617 0.44 -3.73 0.44
P -4.846 6.595 1.341 1.96 0.11 -2.52
H -4.709 1.056 8.603 0.34 -0.08 -0.29
H 7.595 2.752 -0.059 0.19 -0.11 0.33
N -6.642 -0.563 -6.395 -1.14 2.32 2.20
H 1.680 -0.566 -7.785 0.63 -0.13 -0.64
H 8.593 4.144 -2.046 -1.05 -0.28 0.17
H -0.213 2.701 -0.082 0.82 0.79 -0.06
H 6.347 -0.191 2.637 -0.56 -1.06 0.09
H 0.922 2.112 2.146 -0.23 -0.27 -0.66
H 5.460 -5.293 1.076 -0.11 0.46 -0.06
H -0.443 6.754 -1.821 0.54 0.95 1.65
N -2.938 3.088 5.420 -1.02 -0.56 0.25
H 4.238 -2.941 -9.664 -1.32 0.70 0.14
H 0.602 -1.714 -2.077 -0.01 0.39 -0.38
H 3.657 -0.926 -4.202 0.49 -0.50 0.11
H -10.021 -1.551 -4.596 -0.67 0.07 -0.08
H 1.575 -5.811 3.270 -0.31 -0.09 -0.11
H -1.688 4.901 1.673 0.76 -0.02 0.48
H -3.015 -3.028 -1.472 0.45 -0.31 -0.01
C 0.594 -2.892 2.764 0.14 0.06 -1.40
C 4.442 4.000 5.352 -0.47 -0.46 0.98
C 1.839 -1.652 -7.682 -0.48 0.18 1.84
H 1.554 -1.787 -6.613 0.85 -0.17 -0.44
H 1.702 2.506 3.634 0.02 0.03 0.08
H -4.866 3.184 0.867 -0.60 0.21 1.01
H 4.647 -0.299 2.169 -0.15 0.18 0.27
P -1.048 -4.381 4.001 -1.28 1.84 -1.20
C 2.076 4.172 0.718 0.34 1.15 -0.41
C -8.229 -1.105 -2.753 0.39 -0.15 1.31
C 4.171 -2.919 2.769 0.74 -0.18 1.62
N 6.842 2.812 -4.735 0.81 -1.10 0.44
H 8.221 -4.231 0.198 0.04 -0.35 -0.09
H -5.484 4.550 7.332 -0.49 0.31 0.29
H -3.590 6.676 -1.639 0.06 -0.11 -0.41
C 3.259 1.057 -0.598 1.16 -0.19 0.85
H -1.130 2.438 4.612 0.63 0.00 0.08
N 6.913 -4.511 2.434 -1.17 1.76 -0.88
H 2.377 -3.035 -4.841 0.13 -0.28 0.04
H -0.835 1.229 0.610 0.29 -0.50 0.42
H 1.895 3.489 -0.103 -0.21 -0.52 0.19
H 0.866 -7.862 -3.283 -0.50 0.05 -0.36
H -1.889 2.275 -0.241 -0.08 0.17 -0.29
H 3.786 0.268 -6.378 -0.97 0.88 0.06
H -2.275 8.203 1.668 -1.10 -1.30 1.13
H 0.566 3.718 2.927 0.06 -0.94 -0.14
C 4.706 2.382 3.624 -1.39 -1.28 0.46
O -6.265 -3.505 -0.903 0.39 -1.04 -1.13
H 3.389 1.931 -1.216 -0.08 0.01 -0.49
C 7.480 4.351 -1.865 2.93 0.62 1.01
H 8.328 -4.092 3.911 0.10 0.89 0.09
H -1.741 7.060 2.949 0.24 0.10 -0.04
H -2.474 5.617 0.186 0.75 0.11 0.43
N 6.585 -2.948 0.360 0.45 0.73 -0.96
N 2.454 3.618 1.993 -0.19 -1.07 0.33
N -6.416 -0.816 1.731 -0.62 -0.59 -0.93
H -1.487 -5.976 1.653 0.13 0.20 0.08
H 7.512 4.809 -0.847 -0.44 0.06 -0.80
H 0.125 -6.385 -3.995 0.12 0.17 -0.35
N -0.497 -3.836 2.489 -0.85 -0.84 0.17
H -3.287 4.445 1.058 0.58 -0.64 0.04
C 5.970 -1.718 -0.249 -0.47 -2.73 0.19
C 4.614 -0.352 -6.614 0.44 0.61 0.20
H 7.824 4.403 -5.696 -0.31 -0.07 0.26
C -2.413 4.263 6.141 -2.56 -0.42 -0.92
H 1.630 4.231 4.736 -0.56 -0.53 0.29
H 1.687 1.427 -4.513 0.53 0.71 -0.31
O -3.146 3.819 -1.940 -0.49 -1.00 0.05
O -7.359 1.253 1.386 -0.25 0.15 -0.07
H 3.481 -2.889 1.943 -0.24 0.43 -0.43
C -2.890 -6.096 4.732 -0.50 -0.70 1.34
C -2.331 -6.152 2.310 0.73 0.85 1.51
H -3.209 -5.691 1.928 -0.92 -0.09 -0.82
H -0.440 -1.249 6.016 0.24 0.34 -0.55
H 6.482 1.491 -0.589 -0.81 -0.08 0.36
H 0.329 0.441 -5.019 0.43 0.05 0.48
H -4.358 -0.401 1.927 -0.22 0.40 -0.20
O 0.196 0.053 4.506 -0.18 -0.67 0.58
H 1.639 -4.019 -6.120 0.21 -0.16 0.36
H -5.100 4.041 5.704 -0.21 0.02 -0.01
H -3.219 -0.330 3.854 -0.28 -0.76 0.70
C -3.906 -2.724 -2.016 1.01 0.47 -0.49
C 6.202 -5.597 1.795 0.43 -0.87 0.26
C -2.108 4.341 -2.273 1.12 2.05 -0.21
P -6.549 -0.643 -4.723 0.19 -1.42 0.20
N 0.589 0.386 6.727 -0.43 0.13 -1.02
H 1.808 -5.067 6.029 -1.17 1.21 0.30
H 0.528 -4.146 -2.137 -0.41 -0.98 0.33
H -8.384 -0.446 1.938 -0.51 0.31 0.14
H 1.330 1.764 5.425 -0.18 0.52 0.47
H -4.427 1.591 -3.223 0.33 -0.31 -0.94
H -1.861 -2.300 1.800 0.21 -1.17 -0.29
C 2.472 -3.979 -5.387 0.24 -1.08 -0.41
H -0.270 0.644 8.691 0.78 -0.92 -0.91
P -3.606 1.809 6.313 1.39 0.10 0.22
H -6.155 5.761 3.466 -0.36 -0.81 0.23
H 8.388 -2.872 -0.854 0.13 0.65 -0.05
C -3.646 -0.566 4.868 0.58 0.88 0.12
H -2.739 5.129 5.478 1.24 -0.52 1.18
H 7.332 5.092 -2.640 -1.08 0.06 -0.08
C 1.326 2.927 2.711 0.83 1.78 -0.16
N -3.371 6.193 2.014 0.82 1.85 0.99
H 3.093 -3.402 -0.309 0.00 0.01 -0.27
H -4.385 -3.895 -4.631 0.21 0.89 0.09
H 1.379 -0.231 8.502 -0.81 0.24 0.26
H -7.917 -2.125 -2.480 -0.07 0.11 -0.17
N 1.223 0.014 -3.134 -0.01 1.74 1.10
H -4.828 -5.284 -3.807 -0.20 -1.35 -0.36
N 0.264 -5.012 4.691 0.03 -0.37 1.38
C -5.301 3.830 1.695 1.58 -0.49 -0.48
C 0.366 -0.062 8.061 0.17 -0.57 0.96
N 3.121 -2.232 -8.069 -1.67 0.31 0.88
H -6.198 3.359 2.082 -0.31 0.07 -0.11
C 0.988 -8.202 0.365 0.64 -0.07 0.31
H 0.125 -4.840 -0.521 0.77 -0.30 -0.26
H -7.825 0.650 -7.727 -0.56 -0.74 -1.26
H -1.837 -0.491 -0.864 0.30 -0.09 0.24
C -2.588 5.252 1.227 -1.66 0.65 -1.62
N -4.312 0.687 5.332 -0.05 -0.59 -0.22
C -5.747 8.882 2.424 0.53 -0.49 -0.02
H 7.340 1.637 -6.352 -0.67 -0.65 -1.35
H -7.354 7.064 3.575 -0.29 0.05 -0.05
H 0.377 -0.716 0.217 0.55 0.73 0.00
H 4.247 -7.235 0.102 -1.08 -0.69 0.42
P 3.450 4.631 2.869 0.40 -0.04 1.06
N 4.462 -1.622 -5.983 -0.36 -0.02 -0.24
H -3.091 7.314 -3.210 -0.43 -0.78 0.24
H 2.182 -1.876 -2.761 -0.15 0.59 -0.16
H -8.864 -1.637 -5.969 -0.30 -0.14 0.29
C 6.814 3.971 -5.539 0.10 1.52 -0.40
C 5.398 -0.757 2.827 -0.02 1.21 0.29
H 0.355 -4.054 6.587 -0.53 -0.27 0.60
H 7.979 1.518 -1.283 0.97 0.09 -0.57
H -2.442 -7.202 2.402 -0.30 -1.13 0.18
P 4.270 -2.820 -7.030 -0.87 -2.06 0.64
H 5.271 -1.370 0.474 -0.69 0.46 0.22
H -7.563 -0.439 -2.223 0.25 0.17 0.30
H 6.894 -6.255 1.242 0.02 0.10 0.16
C -5.118 -0.459 1.129 -0.38 0.77 1.90
H -6.196 4.292 -0.660 0.22 0.03 -0.30
N 5.431 -2.166 2.583 -0.47 -1.44 0.16
N -4.775 2.593 7.166 -0.10 0.35 -0.71
H -1.049 -3.319 0.519 -0.80 -0.12 0.87
H -1.096 3.885 -2.307 -0.38 -0.38 0.07
H -6.514 -2.575 -6.718 0.83 -0.02 -0.17
C -0.869 1.889 -0.243 -1.46 -0.37 -0.41
H -5.330 9.301 3.351 0.33 0.13 -0.36
N -5.523 5.124 1.073 0.63 0.99 1.12
H -5.241 0.484 0.615 0.07 0.37 0.16
H -6.398 6.067 -0.660 0.26 -0.84 1.02
H 1.902 -0.241 -5.181 0.20 0.39 1.04
H -5.888 7.060 4.631 -0.31 0.05 -1.44
H 0.613 2.450 7.007 -0.01 0.26 -0.35
C 0.962 -4.353 5.760 1.96 -0.18 -0.10
C 2.972 -4.470 -0.102 1.87 0.61 0.18
H 3.057 4.321 -2.364 0.42 -0.22 0.17
O 7.992 -2.153 2.516 0.33 0.30 -0.02
H -3.176 -4.744 -3.621 0.98 -0.31 -0.13
C 1.329 0.425 -4.496 -1.53 0.02 -1.62
H 1.702 -6.472 4.828 -0.10 -0.41 0.45
C 3.376 -7.802 0.572 1.90 1.24 -0.07
C -6.714 -2.225 2.054 0.46 -0.37 0.44
N 0.740 -6.318 -1.971 1.09 0.73 0.65
H -3.612 -2.205 -2.933 0.06 0.60 0.49
C -3.268 6.356 -2.654 0.30 3.79 1.19
C 0.126 -5.061 -1.604 -1.04 0.89 0.42
H 4.899 -5.873 -2.440 -0.69 0.27 0.00
C -2.645 7.458 2.485 1.07 -0.95 -0.93
H 0.815 -2.333 1.822 0.01 -0.47 0.85
H -2.803 -0.811 5.560 -0.88 0.09 -0.66
H -6.330 1.421 -7.187 -0.15 -0.55 -0.18
H 2.815 3.449 -4.276 1.19 -0.50 -0.24
H 3.960 4.331 -5.266 0.13 0.33 -0.09
H -5.443 -1.433 -7.768 0.85 -0.82 0.10
C -6.921 1.881 -3.663 -1.31 0.79 0.21
H 7.239 -4.111 -1.293 -0.09 -0.20 -0.10
H -2.529 0.718 -1.991 0.41 -0.80 0.31
H 1.001 -2.147 -8.145 -0.19 -0.28 -0.79
H 6.168 4.719 -5.044 0.35 -0.17 -0.62
C -5.832 -4.147 -1.871 1.37 1.62 0.45
C -2.146 2.647 4.306 0.05 -0.62 -0.77
H 4.453 -5.981 -5.352 0.27 0.00 1.01
H 8.742 2.117 -5.485 -0.69 -0.14 0.36
H 6.984 -5.085 4.509 -0.06 0.09 -0.37
C 1.446 -0.426 0.333 0.10 -0.85 -0.65
H -0.986 -5.116 -1.717 0.74 -0.06 -0.66
H -4.079 5.828 -3.050 -0.84 -1.10 -0.89
N -4.634 -3.851 -2.495 -2.00 0.18 1.59
O 1.368 2.507 -2.209 0.38 0.20 -0.54
H 5.425 -2.058 -1.136 0.10 0.34 -0.08
H -6.275 2.550 -3.117 -0.06 0.53 0.16
H -4.393 -1.400 4.820 0.71 0.73 0.03
C -4.727 1.220 -4.237 0.54 0.07 0.77
C 7.686 1.759 -5.368 0.82 1.68 1.58
H -2.102 3.380 3.464 -0.32 -0.49 0.52
H 2.388 -4.855 -4.704 -0.13 0.70 -0.19
H -6.282 1.415 5.154 0.14 0.46 -0.16
H 3.707 -4.717 0.666 0.11 0.13 0.21
H -5.345 9.317 1.497 0.16 -0.32 0.58
C -7.128 0.690 -6.935 1.16 0.97 0.94
H 4.364 3.091 6.023 0.39 0.98 -0.51
H 2.861 4.846 0.364 0.17 -0.20 0.07
H 1.426 -3.431 5.411 0.29 0.19 -0.05
C 7.667 -3.568 -0.458 -0.71 0.14 0.90
H -6.560 3.391 6.441 -1.13 0.07 -0.01
H 4.418 1.480 4.273 0.47 1.35 -0.65
H -7.433 4.948 0.289 -0.62 0.20 0.30
H -7.397 2.378 -4.497 0.08 0.67 -0.41
H -4.531 3.858 2.514 -0.83 0.28 -0.70
C -9.016 -1.778 -4.891 1.16 0.93 -0.29
H -5.416 2.520 9.091 -0.82 0.37 0.69
H 5.709 -6.244 2.542 0.04 0.29 -0.11
H -1.401 4.073 6.395 1.43 0.55 -0.29
H -4.559 2.048 -4.955 -0.52 -0.26 0.24
H 2.471 -3.070 -9.917 -0.57 -0.43 0.16
H 5.207 -4.763 -1.159 -0.26 0.24 -0.15
H -7.750 1.618 -3.030 -0.25 -0.42 0.50
C 3.231 -2.451 -9.465 2.17 -0.69 -1.24
C -0.766 6.323 -2.711 -0.57 0.34 -3.31
H 5.778 2.484 3.604 0.58 0.41 0.48
C 3.909 3.489 -4.573 -1.45 0.27 -0.73
H 2.858 7.263 2.356 0.19 0.06 0.35
C -5.453 1.070 4.534 -0.61 -1.50 -0.15
N 4.739 3.668 -3.424 1.10 -1.58 -0.69
C -5.361 1.853 8.257 0.12 -0.53 -0.22
H 1.718 5.651 5.758 -0.04 0.08 -0.86
N 3.953 3.576 4.059 0.60 -0.81 -0.25
H -7.773 -2.425 2.190 -0.30 0.63 0.18
H 4.458 -4.154 -2.647 -0.48 -0.04 0.10
H 5.271 -5.347 -6.784 0.65 0.03 -0.44
H -7.104 -1.650 -8.100 0.35 0.02 0.94
O -2.594 1.107 7.140 -0.04 0.04 0.30
N 3.774 -4.089 -6.062 -0.17 0.67 0.60
H -7.690 1.182 -6.169 -0.39 0.40 0.64
N 1.887 0.612 -0.600 -0.89 -0.78 0.73
O -5.581 -1.720 -4.344 -0.69 0.46 -0.41
H 6.649 -0.949 -0.484 1.11 0.86 -0.39
H -6.346 -5.002 -2.289 -0.31 -0.41 -0.29
N 2.134 -7.365 -0.042 -0.38 -0.39 0.70
H -2.534 1.648 3.989 0.25 0.97 -0.28
H 1.045 -9.181 -0.103 -0.21 -0.19 -0.41
N 6.683 3.164 -1.833 0.15 -0.38 -1.56
H 5.470 0.096 -6.185 1.09 0.84 0.49
H -8.795 -2.799 -4.607 0.09 -0.45 -0.02
H 4.049 0.321 -0.827 -0.65 -0.16 -0.48
H -4.434 -2.103 -1.306 -0.59 0.10 -0.41
H 1.234 4.836 0.874 -0.83 0.15 -0.28
H 2.210 1.671 6.974 0.06 0.13 0.02
H -2.887 -5.451 5.607 -0.29 0.68 -0.26
C 4.463 -4.992 -1.942 0.63 -0.86 0.76
H 3.532 1.399 0.388 -0.11 0.22 0.75
H 2.297 7.938 3.915 -0.03 -1.18 -0.33
C 7.231 2.189 -0.908 -0.52 -0.02 0.24
H 1.084 -8.443 1.438 -0.04 0.49 -0.22
H 4.781 -0.355 -7.679 -0.13 -0.44 -0.31
H 5.137 -0.588 3.881 -0.11 0.19 -0.24
H 3.629 -2.611 3.721 0.69 0.03 -1.11
H -3.153 7.956 3.314 -0.38 0.00 -0.51
H 4.242 2.627 -5.151 -0.40 -0.22 0.08
O -4.744 7.475 0.117 -0.07 -1.05 1.05
H -6.471 -2.950 1.273 0.51 0.50 -0.21
O 5.854 1.143 -3.155 -0.49 -1.18 0.30
C 1.219 1.690 6.514 -0.03 -1.29 -0.08
C -7.465 0.083 1.673 1.51 -1.08 0.03
H 0.320 -6.928 3.826 -0.30 -0.16 -0.03
H 2.049 -4.600 0.349 -1.99 -0.39 0.68
C 4.150 4.473 -2.401 -0.19 -0.17 0.58
P 2.320 -6.683 -1.548 0.19 1.27 0.36
H 8.267 -5.720 3.386 -0.81 0.62 0.57
H -0.781 -7.296 -2.795 -0.80 -0.65 -0.36
N -8.137 -0.835 -4.159 -0.07 -0.38 -1.04
N -6.125 0.800 -4.067 1.46 -0.88 -1.05
C 7.604 -4.826 3.632 1.47 -2.42 0.22
H 3.806 4.769 5.806 0.20 -0.11 -0.26
H -4.095 0.391 -4.576 -0.20 0.08 0.37
N -2.139 -5.541 3.659 0.52 -0.63 -1.87
H -6.222 -2.551 2.996 -0.08 0.34 -0.49
O 3.085 -7.414 -2.558 -0.19 -1.01 -0.69
H -6.297 1.360 7.953 -0.13 0.43 0.37
N -5.593 7.412 2.469 -2.07 2.56 2.33
C -4.190 -4.440 -3.717 -1.26 -0.46 0.17
C 4.486 -1.581 -4.548 0.59 2.04 0.07
H 4.467 2.084 2.611 -0.45 0.18 -0.26
H 5.472 4.376 5.313 -0.05 -0.17 0.10
H 4.456 -2.539 -4.111 -0.23 -1.16 0.33
N 3.194 -5.295 -1.241 0.03 0.08 -1.16
H 1.644 -0.194 1.376 -0.07 0.43 0.18
C -1.597 0.157 -1.709 -1.72 0.56 -1.37
H 4.638 4.210 -1.474 -0.24 0.18 0.47
H -5.204 1.706 3.707 0.02 0.92 -0.33
P 6.035 2.588 -3.292 -0.63 1.35 0.62
H 3.462 -7.543 1.651 -0.48 -0.28 -0.48
H 3.620 -8.858 0.426 -0.31 -0.07 0.00
H -9.221 -0.941 -2.318 -0.13 0.07 -0.47
H 0.018 -7.741 0.187 0.20 0.09 -0.15
C -5.573 3.729 6.636 2.03 -0.91 0.07
C 0.085 -0.323 5.674 0.19 1.03 0.11
O 4.504 5.302 2.092 -0.26 0.04 -0.55
H -4.704 -1.135 0.439 -0.20 -1.40 -0.93
H 5.421 -1.080 -4.220 -0.46 -0.21 -0.02
H 4.325 5.510 -2.604 0.12 0.89 -0.05
C 4.352 -5.427 -6.260 -2.44 0.13 -0.66

2.
9
Properties=species:S:1:pos:R:3:forces:R:3 method="wB97M-V/def2-TZVPD" e_homo_ha="-0.20849 / -0.20358" e_lumo_ev="-1.3 / -1.3" total_energy_ha=-428.65584 gap_ev="4.40 / 4.26"
O -0.813 0.692 0.947 -0.84 -0.58 1.21
H 1.111 1.413 0.663 -0.26 -0.17 0.13
Li -1.225 0.325 2.621 0.11 0.17 -0.72
H 0.090 -1.629 -2.106 0.23 1.47 0.98
C 0.488 0.501 0.514 1.48 0.97 -0.09
Pb -1.978 -0.429 -1.254 0.98 0.70 0.05
O 0.854 -0.832 -1.428 0.98 -1.27 -0.50
C 0.423 0.280 -0.970 -2.39 -1.29 -0.88
H 1.050 -0.322 1.012 -0.29 -0.02 -0.19

3.
11
Properties=species:S:1:pos:R:3:forces:R:3 method="wB97M-V/def2-TZVPD" e_homo_ha=-0.38473 e_lumo_ev=0.7 total_energy_ha=-322.57014 smiles="CC(=O)NC=O" gap_ev=11.20
H -1.089 -1.072 -1.123 -0.03 -0.16 0.21
C -0.086 -0.663 -1.225 -0.21 0.45 -0.73
N 0.415 0.279 0.995 -0.20 0.17 0.10
H -0.206 0.342 -1.632 0.04 0.06 0.11
H -1.414 0.914 0.215 0.11 0.08 -0.09
O -0.716 2.108 1.689 -0.12 -0.05 0.05
C -0.636 1.162 0.949 -0.16 0.34 0.19
H 0.457 -1.239 -1.964 0.04 -0.23 0.04
O 1.566 -1.504 0.241 -0.05 0.31 0.08
C 0.700 -0.680 0.044 0.41 -0.85 0.16
H 1.009 0.353 1.811 0.18 -0.11 -0.13